[1]
{"formula": "C30H64F3IO4SSi", "method": "wB97M-V/def2-TZVPD", "homo_lumo_gap_ha": 0.3688, "energy_ha": -2767.3310, "elements": ["I", "S", "Si", "F", "F", "F", "O", "O", "O", "O", "C", "C", "C", "C", "C", "C", "C", "C", "C", "C", "C", "C", "C", "C", "C", "C", "C", "C", "C", "C", "C", "C", "C", "C", "C", "C", "C", "C", "C", "C", "H", "H", "H", "H", "H", "H", "H", "H", "H", "H", "H", "H", "H", "H", "H", "H", "H", "H", "H", "H", "H", "H", "H", "H", "H", "H", "H", "H", "H", "H", "H", "H", "H", "H", "H", "H", "H", "H", "H", "H", "H", "H", "H", "H", "H", "H", "H", "H", "H", "H", "H", "H", "H", "H", "H", "H", "H", "H", "H", "H", "H", "H", "H", "H"], "positions_angstrom": [[4.593484, 2.516025, -0.287074], [0.238431, -0.524634, -2.419969], [-1.160147, 2.690815, -0.064847], [-0.040043, -1.629880, 3.105489], [0.875841, -3.522741, 2.102887], [1.831180, -2.564699, 3.886312], [1.961632, -1.458467, 1.943662], [1.807165, 0.053575, -2.781640], [-0.353797, -0.812082, -3.766808], [-0.495500, 0.801263, -1.766905], [5.157258, 2.377124, -7.519170], [1.136658, -2.292039, 2.690249], [1.433096, 1.209989, -0.097952], [-0.134064, 1.048094, -0.356011], [-6.687734, 2.478577, 6.852166], [-3.837289, 4.086955, 4.996026], [1.576875, -1.417427, 0.542909], [2.623595, -0.565095, -1.767373], [-0.044346, -6.422164, 0.675845], [-6.418798, 4.086439, 4.892975], [-0.156797, 4.248690, -0.521146], [-1.629603, 2.631145, 1.816821], [-1.373618, -6.758134, -0.002595], [2.961719, 0.651230, -6.105775], [4.025172, 1.476167, -5.378715], [6.385041, 1.479140, -7.440254], [-0.972976, -9.309502, -0.091633], [3.391222, 2.240451, 1.483314], [-0.124334, -6.442270, 2.196847], [1.689691, 1.435081, -6.397310], [2.259462, -0.185479, -0.252831], [-0.662365, -9.368607, -1.581269], [-3.669009, 5.582241, 4.759432], [-1.912999, -8.162394, 0.283475], [-6.628738, 3.931610, 6.400316], [-2.804637, 2.492186, -1.025437], [4.175661, 1.192421, 2.447245], [1.863651, 1.827771, 1.287222], [-5.103523, 3.514588, 4.356473], [4.550185, 2.690198, -6.150463], [7.165347, 1.940006, -6.828957], [0.370163, 4.150722, -1.531809], [1.800492, 1.851882, -0.978512], [-2.857872, -8.286412, -0.257984], [0.469919, -1.528218, 0.341105], [1.245427, 1.812804, -5.472143], [-5.751437, 1.953497, 6.652380], [-0.015598, -10.223095, -1.798536], [5.305394, 3.191107, -5.534214], [-5.842967, 4.456525, 6.952100], [0.264059, -5.421036, 0.356352], [-0.650672, 0.303339, 0.352481], [-3.823352, 3.880891, 6.070621], [1.643151, 1.036015, 2.091654], [-6.871553, 2.425078, 7.928692], [-7.247547, 3.598456, 4.367284], [-0.869838, -5.728477, 2.556443], [1.272780, 2.740366, 1.640410], [0.953407, 0.791555, -6.886068], [2.579272, -1.697507, -1.911909], [-2.970509, 3.567755, 4.573416], [3.741528, 3.416525, -6.282534], [-0.717930, 2.791183, 2.489807], [-0.383557, -7.433646, 2.575009], [-5.099829, 2.426845, 4.482316], [6.144808, 0.501993, -7.015505], [-5.065548, 3.691456, 3.275482], [4.409408, 1.920710, -8.174685], [3.290914, -0.123016, 0.251402], [-2.669519, 2.746566, -2.122602], [-0.039933, -9.240882, 0.475968], [-4.485253, 6.156465, 5.203066], [4.667026, 0.359499, 1.832992], [-2.737030, 5.931938, 5.210329], [-1.442360, -10.253034, 0.204843], [-7.570439, 4.419887, 6.670814], [4.861754, 0.818866, -5.117750], [-0.145265, -8.469903, -1.923590], [-2.126990, -6.027904, 0.313216], [-1.959960, 1.549936, 2.011327], [2.060408, -2.347181, 0.066749], [3.364735, 0.243867, -7.038331], [0.741121, -7.106152, 0.339865], [3.713604, -0.279393, -1.974923], [-7.497451, 1.946289, 6.345292], [0.548507, 4.562609, 0.315105], [5.445767, 3.320790, -7.994129], [3.446499, 3.224960, 2.067396], [3.611931, 1.825416, -4.424934], [4.965724, 1.760267, 3.030973], [-0.910486, 5.106078, -0.634134], [1.878296, 2.281894, -7.060995], [0.841269, -6.167126, 2.627580], [-2.495738, 3.317515, 2.069772], [3.459270, 0.752382, 3.227508], [-1.579634, -9.483253, -2.165533], [6.794228, 1.312495, -8.439749], [-2.165440, -8.248123, 1.345415], [-3.127529, 1.398721, -0.924951], [-6.487982, 5.148512, 4.635929], [-1.260497, -6.623463, -1.083392], [2.704836, -0.210302, -5.481552], [-3.630454, 5.804984, 3.689727], [-3.587579, 3.153316, -0.525882]], "forces_ev_per_angstrom": [[-0.2896, 0.1875, 0.2314], [-0.6101, -0.6434, -3.1108], [-0.2769, -0.1020, 0.7517], [1.9353, -1.7250, -1.3786], [-0.0720, 2.6160, 0.9349], [-1.4081, 0.4628, -2.3504], [-2.1467, -1.1096, 0.4272], [-1.3548, -0.4125, 1.2760], [1.0127, 1.2793, 3.1606], [1.1626, -0.7339, -0.3239], [0.0636, 0.0952, 0.0999], [1.2891, 0.3149, 1.9352], [0.8564, -0.5084, -1.2017], [-0.0515, 0.7312, 1.2485], [0.0076, 0.0213, 0.1873], [-0.0123, -0.0132, -0.1464], [0.9589, -0.9601, -2.6753], [1.3394, -0.7944, 0.5425], [-0.1245, 0.0773, 0.0113], [-0.0003, 0.1294, -0.0166], [-0.3117, 0.8554, -0.3120], [0.2738, -0.6890, 0.1816], [0.0558, -0.0155, -0.1287], [-0.0006, 0.0187, 0.1417], [0.0684, -0.0842, 0.0199], [-0.0134, -0.0501, -0.1748], [-0.1350, 0.0187, -0.0312], [0.1262, -0.6308, 2.2480], [0.1838, -0.0480, 0.0224], [-0.0898, -0.1005, -0.1135], [0.1057, -0.4561, 1.0243], [0.1405, -0.1295, -0.0004], [0.1201, 0.0085, 0.1446], [-0.0074, -0.0145, 0.1260], [-0.0836, -0.0336, -0.1040], [-0.0711, -0.2234, 0.0513], [-0.1514, 0.2620, -0.1740], [-0.5448, 0.0640, 0.9286], [0.0170, -0.1209, 0.0782], [-0.1038, 0.0375, -0.0359], [-0.0270, -0.0561, 0.0113], [-0.5246, 0.1278, 1.4990], [-0.4920, -0.6365, 1.4129], [0.0527, -0.0120, 0.0105], [1.1561, 0.3825, 0.7099], [0.0193, -0.0105, -0.0541], [-0.0473, -0.0130, -0.0099], [-0.0572, 0.0738, -0.0614], [-0.0048, -0.0060, -0.0376], [-0.0116, 0.0099, -0.0482], [0.0062, -0.0753, -0.0345], [0.9140, 0.6073, -1.2312], [-0.0329, -0.0254, -0.0382], [0.3385, 1.0952, -1.1429], [0.0028, -0.0738, -0.0849], [0.0297, 0.0133, 0.0442], [0.0075, -0.0628, 0.0142], [0.5267, -1.2196, -1.0244], [-0.0053, 0.0969, 0.0741], [0.0431, 1.3302, 0.3104], [-0.0517, -0.0211, 0.0659], [0.0202, -0.0403, 0.0319], [-1.4325, 0.0470, -0.7799], [-0.0191, 0.0519, -0.0024], [-0.0233, 0.0420, -0.0172], [0.0382, 0.0421, 0.0058], [0.0129, 0.0004, 0.0255], [-0.0106, 0.0260, 0.0514], [-1.5743, 0.2839, -0.6252], [-0.3731, -0.3224, 1.3207], [-0.0426, 0.0237, 0.0148], [0.0310, 0.0016, -0.0582], [-0.7300, 1.1256, 1.0799], [-0.0571, 0.0584, -0.0603], [0.0413, 0.0523, 0.0363], [0.0718, 0.0242, -0.0125], [0.0074, 0.0414, -0.0134], [-0.0418, -0.0234, -0.0194], [0.0381, -0.0115, 0.0000], [0.2568, 1.4582, -0.1640], [-0.7972, 1.2052, 0.6910], [0.0412, 0.0276, 0.0246], [-0.0455, 0.0074, -0.0256], [-1.7244, -0.0786, 0.1960], [0.0755, -0.0058, 0.0082], [-0.6789, -0.4808, -1.2304], [-0.0647, -0.0455, 0.0033], [-0.2418, -1.2872, -1.2470], [-0.0286, -0.0360, -0.0401], [-0.7457, -0.7677, -0.8895], [1.0048, -1.0939, 0.1249], [-0.0087, 0.0041, 0.0322], [-0.0958, -0.0144, 0.0610], [1.1543, -0.7258, -0.1360], [0.9367, 0.5407, -1.2635], [0.0593, 0.0499, 0.0042], [0.0477, -0.0303, 0.0840], [0.0066, 0.0326, -0.0382], [0.3142, 1.5098, -0.2425], [0.0196, -0.0443, -0.0135], [-0.0315, -0.0184, 0.0394], [0.0253, 0.0452, -0.0359], [-0.0449, 0.0281, 0.0364], [0.9092, -0.8088, -0.8369]]}

=====

[2]
{"formula": "C30H64FN7O12P", "method": "wB97M-V/def2-TZVPD", "homo_lumo_gap_ha": 0.2286, "energy_ha": -2908.9814, "charge": -1, "elements": ["P", "F", "O", "O", "O", "O", "O", "O", "O", "O", "O", "O", "O", "O", "N", "N", "N", "N", "N", "N", "N", "C", "C", "C", "C", "C", "C", "C", "C", "C", "C", "C", "C", "C", "C", "C", "C", "C", "C", "C", "C", "C", "C", "C", "C", "C", "C", "C", "C", "C", "C", "H", "H", "H", "H", "H", "H", "H", "H", "H", "H", "H", "H", "H", "H", "H", "H", "H", "H", "H", "H", "H", "H", "H", "H", "H", "H", "H", "H", "H", "H", "H", "H", "H", "H", "H", "H", "H", "H", "H", "H", "H", "H", "H", "H", "H", "H", "H", "H", "H", "H", "H", "H", "H", "H", "H", "H", "H", "H", "H", "H", "H", "H", "H", "H"], "positions_angstrom": [[-1.039897, -1.698113, -0.643127], [-7.140884, -0.227097, 0.027790], [-6.410184, -4.133627, 1.062759], [-0.744050, -1.760783, 0.883778], [-0.707324, -0.151611, -1.307286], [-4.304665, 0.097350, 3.890647], [-5.755189, 0.949551, -2.665594], [-6.858262, -0.895285, -3.424964], [6.351104, 1.063732, 6.412620], [-0.019113, -2.789099, -1.492909], [4.592686, -3.154957, 0.949673], [-0.146419, 7.113377, -9.392743], [-2.930893, 1.748331, -8.329870], [8.900317, -0.855497, 2.319635], [-5.637623, -1.238169, 5.094208], [-0.806300, 5.056560, -8.804458], [-4.004617, 1.801517, -6.365233], [-5.569238, -2.731068, -1.482297], [9.888804, 0.854479, 3.375703], [5.860040, -1.403053, 0.372714], [4.995157, -0.284752, 7.574879], [-2.861039, -2.137899, -0.846607], [-5.306464, -1.257116, -1.414667], [-7.247048, -3.567412, 0.314729], [4.027130, -0.645232, 8.588391], [-6.094935, -2.477864, 5.682506], [7.083917, -0.671246, 0.126685], [-6.981688, -3.058392, -1.176565], [0.789215, -3.579478, -0.576535], [8.838965, 0.009690, 3.186896], [-6.051252, -0.415777, -2.564857], [7.629328, 0.176702, 4.064043], [-3.668924, -2.204887, 3.978207], [-4.900596, 0.653859, 0.439034], [-3.715920, -1.099550, -1.726825], [2.101076, -2.780111, -0.031305], [0.126491, 6.043044, -8.860402], [-1.102167, 1.368418, 0.643299], [-0.012069, 0.690885, -0.350946], [-4.545803, -1.026885, 4.307347], [-3.917173, 2.099606, -7.684993], [5.536624, 0.936001, 7.319591], [-5.051628, 2.861584, -8.315586], [6.960427, -3.496325, 1.038934], [5.105502, 2.096411, 8.174880], [5.715702, -2.688851, 0.789156], [-5.736114, -0.631677, -0.008099], [-0.685552, 3.733415, -8.225916], [-5.072368, 2.121488, -5.435717], [1.478471, 5.774907, -8.255828], [10.013801, 1.930561, 4.334913], [5.335055, -1.009533, 6.958231], [-5.506109, 1.163175, 1.281458], [-7.276816, -3.931474, -1.877840], [-7.729444, -2.222959, -1.388179], [-4.241031, -2.959850, 3.433641], [5.624818, 2.997417, 7.847285], [-1.685255, 5.313642, -9.230835], [-3.600956, -1.427365, -2.830899], [4.979630, -0.928750, 0.226791], [0.493326, 1.571859, -0.895006], [2.993236, -3.476912, -0.076340], [-0.874925, 2.999589, -9.010252], [9.127344, 2.032251, 4.958146], [-3.322760, -2.349822, 0.189789], [4.470400, -1.411307, 9.228456], [3.728856, 0.206893, 9.195409], [-1.833376, 1.931833, -0.044236], [-4.651325, 2.718659, -4.625212], [10.182829, 2.860339, 3.786868], [-5.254118, -3.109171, -2.382309], [-2.844169, -1.874571, 3.344899], [-1.446741, 3.628876, -7.451520], [-2.918345, -3.152298, -1.398162], [7.093630, 0.204369, 0.777964], [-5.164786, 3.835375, -7.834283], [-3.205747, 1.289876, -6.017692], [7.558940, -3.031536, 1.825595], [5.363010, 1.910356, 9.219790], [2.109220, 6.655789, -8.380012], [7.195764, 1.168158, 3.922531], [-6.125756, -2.351739, 6.767568], [-4.833858, 3.022435, -9.372316], [1.379475, 5.569101, -7.187939], [-7.105713, -2.677255, 5.319432], [0.190980, -4.064080, 0.268444], [6.679637, -4.498502, 1.365043], [-5.882192, 2.672198, -5.910765], [-3.251816, -2.631496, 4.893332], [-3.871539, 0.417476, 0.870012], [1.214122, -4.452545, -1.199512], [-0.620736, 2.041531, 1.431899], [4.030827, 2.261126, 8.072370], [6.880889, -0.568610, 3.791402], [2.252859, -1.844266, -0.681397], [0.828000, 0.157066, 0.221739], [-5.458694, 1.187970, -5.023385], [0.298543, 3.559662, -7.794548], [-5.527656, -1.442618, 0.790319], [-1.719517, 0.588662, 1.209418], [-5.447884, -3.315975, 5.432724], [-4.765459, 1.441476, -0.373256], [-6.173058, -0.399378, 5.267908], [10.661478, 0.678756, 2.748968], [10.881966, 1.727769, 4.966252], [1.862006, -2.404931, 1.026430], [7.081041, -0.340274, -0.915249], [7.968465, -1.272491, 0.314524], [1.957104, 4.933627, -8.761557], [-3.360769, -0.020386, -1.686437], [-5.978562, 2.289906, -8.237401], [3.149457, -1.062917, 8.090583], [-8.305936, -3.367820, 0.742581], [7.543937, -3.583316, 0.119756], [7.898845, 0.027280, 5.109295]], "forces_ev_per_angstrom": [[1.2000, -0.1052, 3.0562], [1.8929, -1.1057, -0.1518], [-2.6079, 1.8403, -2.4995], [-0.4802, 0.2341, -3.8439], [0.0195, -2.3498, 1.3048], [0.0005, -0.2119, 0.1205], [-0.1955, -5.4898, 1.5113], [1.8780, -0.6609, 2.4892], [-0.2189, 0.1712, 0.4032], [-1.8132, 1.5874, 1.7582], [1.0198, 0.0370, 0.4343], [0.2186, -0.0335, 0.0827], [-0.1430, 0.0694, -0.2764], [0.2238, 0.0257, 0.3262], [0.2892, -0.0432, -0.1018], [0.6088, 0.4342, 0.0549], [0.0285, 0.4396, -0.9856], [-0.9982, 1.0724, 0.7817], [-0.3216, -0.2395, -0.0683], [-0.0168, -0.4362, 0.1417], [0.2094, 0.5127, -0.0099], [-0.4737, -0.5718, -1.2333], [0.4121, 0.8027, -0.8963], [1.9356, -0.8551, 1.3715], [0.1116, -0.4004, -0.2940], [-0.2911, 0.4461, 0.0579], [-0.4455, 0.2295, -0.3666], [-0.5692, -1.0113, -0.3224], [2.0844, -1.0213, 0.1249], [0.0355, -0.2858, -0.2711], [-0.7208, 5.3022, -2.8894], [0.1815, -0.1771, -0.2337], [0.1276, -0.0330, -0.1299], [-0.5276, 0.6567, 0.4071], [-0.4642, -0.4738, -0.4368], [-1.8284, -0.1485, -0.1716], [-0.6571, 0.2229, -0.3183], [-0.0994, -0.5575, -0.5591], [0.1595, 1.8028, 1.5323], [0.0527, 0.5736, -0.2168], [0.4547, -0.4973, 0.5918], [0.2240, -0.2694, -0.3706], [-0.0573, 0.0910, -0.2272], [0.0888, -0.1906, 0.0997], [0.0141, 0.1820, 0.0247], [-0.4654, 0.0381, 0.0136], [1.4678, 0.4350, 0.6467], [-0.3493, 0.0410, -0.2050], [0.1872, -0.3811, 0.2957], [0.2068, 0.0824, 0.0449], [0.3525, -0.0553, -0.2798], [-0.0902, 0.0654, 0.0638], [0.9936, -0.9493, -1.2016], [0.1966, 1.2244, 1.2352], [1.0984, -0.9384, 0.2000], [0.0596, -0.0949, 0.1217], [-0.0189, -0.2108, -0.0507], [0.0945, -0.0781, 0.0583], [-0.1609, 0.6111, 1.6485], [0.0910, -0.0699, 0.0147], [-0.8814, -1.5720, 0.3083], [-1.4611, 1.2218, 0.1444], [0.0072, -0.1800, 0.3160], [0.0405, -0.1048, -0.1128], [1.1184, 0.6790, -1.5125], [-0.2227, 0.0572, 0.1700], [0.0910, -0.0422, -0.1252], [1.1334, -0.5570, 1.2244], [-0.3132, -0.0796, 0.1070], [-0.0474, 0.1310, 0.2531], [-0.5921, 0.4428, 0.4505], [-0.1507, 0.0640, 0.0645], [0.1708, -0.2992, -0.0082], [0.2890, 1.5533, 0.9786], [0.3216, -0.0244, -0.0947], [-0.1885, -0.0978, 0.0384], [-0.1526, 0.0013, 0.0124], [0.1454, 0.0643, -0.2092], [-0.1870, 0.0329, 0.0003], [-0.2059, -0.0574, -0.0515], [0.0329, -0.0382, 0.2953], [-0.0347, -0.2929, 0.0315], [0.0940, -0.0995, 0.1530], [0.0897, -0.1648, -0.0793], [0.0456, -0.2882, 0.1031], [0.6690, 1.0375, -1.1460], [-0.1284, 0.1713, -0.0945], [0.1543, -0.0549, -0.0798], [-0.0826, -0.1480, -0.0704], [-1.4746, -0.0678, -0.5624], [-0.9341, 1.3798, 0.6331], [-0.5752, -0.7449, -1.3060], [0.0346, -0.0204, 0.1820], [0.1670, 0.0638, -0.0627], [-0.0891, -1.4762, 0.7411], [-1.4749, 0.4645, -0.8431], [-0.1998, 0.3120, 0.2947], [-0.0585, 0.1658, -0.0661], [-0.9176, 1.1921, -1.1006], [1.1144, 0.9382, -0.8648], [-0.0299, 0.1567, -0.0468], [-0.4265, -1.3641, 0.7213], [0.0439, -0.1192, -0.0572], [-0.0828, 0.0356, 0.0897], [-0.0988, 0.2118, 0.1670], [0.6685, -0.6738, -1.5031], [0.1735, 0.0754, 0.0065], [-0.2165, 0.0944, 0.0654], [-0.0105, -0.0553, 0.1966], [-0.6541, -1.4885, 0.2123], [-0.0290, 0.1830, 0.1074], [-0.1152, 0.0366, 0.2595], [1.2257, -0.2743, -0.7757], [0.1338, 0.0833, 0.1319], [-0.1336, 0.2521, -0.0940]]}